Record 1
ORCA calculation (ωB97M-V/def2-TZVPD) on a structure of composition C47H46ClHfN4O4SeSi.

Each line ends with the Löwdin charge.
Cartesian coordinates (Å):
Hf 0.570 -0.434 0.242  1.56
O 1.727 2.922 -6.313  0.09
N 1.443 3.772 -5.493  -0.34
O 1.373 4.958 -5.702  0.12
C 1.129 3.298 -4.121  -0.07
C 0.261 4.038 -3.420  0.09
C -0.174 3.600 -2.123  -0.11
C -1.045 4.354 -1.322  0.04
C -1.369 3.883 -0.079  0.00
C -0.868 2.640 0.321  -0.17
N -0.104 1.874 -0.443  0.03
C 0.282 2.383 -1.634  -0.14
C 1.268 1.639 -2.369  -0.15
N 1.728 0.525 -1.765  0.03
C 2.690 -0.155 -2.358  -0.12
C 3.233 0.224 -3.588  0.01
C 2.743 1.332 -4.227  0.04
C 1.721 2.081 -3.615  -0.06
H -0.120 4.960 -3.838  0.14
H -1.419 5.306 -1.679  0.13
H -1.995 4.443 0.601  0.12
H -1.062 2.258 1.314  0.04
H 3.040 -1.041 -1.850  0.11
H 4.026 -0.365 -4.024  0.12
H 3.135 1.629 -5.187  0.12
Cl 4.804 -5.134 4.284  0.70
C 3.612 -4.208 3.434  -0.66
C 2.250 -4.492 3.627  -0.05
C 1.274 -3.779 2.974  0.03
C 1.623 -2.739 2.099  -0.31
O 0.686 -2.069 1.476  -0.27
C 2.989 -2.458 1.909  -0.13
C 3.438 -1.407 1.069  -0.15
O 2.729 -0.608 0.420  -0.19
C 3.979 -3.208 2.584  -0.04
H 1.974 -5.290 4.304  0.12
H 0.226 -4.000 3.123  0.13
H 4.520 -1.266 0.985  0.15
H 5.026 -2.975 2.432  0.12
C 0.420 -2.013 -1.363  -0.34
Si -1.344 -2.309 -1.768  0.57
C -2.175 -2.135 -0.097  -0.23
N -1.895 -0.819 0.593  -0.23
C -2.848 0.212 0.069  -0.19
C -4.318 -0.067 0.355  -0.17
C -4.556 -0.266 1.847  -0.18
C -3.617 -1.343 2.377  -0.17
C -2.170 -0.990 2.067  -0.21
C -1.922 -1.012 -2.990  -0.25
C -1.020 -0.265 -3.748  -0.09
C -1.454 0.660 -4.695  -0.07
C -2.810 0.852 -4.899  -0.07
C -3.731 0.100 -4.175  -0.07
C -3.288 -0.825 -3.244  -0.10
C -1.769 -3.972 -2.464  -0.24
C -1.151 -4.390 -3.648  -0.09
C -1.463 -5.613 -4.221  -0.08
C -2.403 -6.441 -3.620  -0.08
C -3.029 -6.045 -2.449  -0.08
C -2.711 -4.818 -1.877  -0.09
H 0.987 -1.897 -2.285  0.00
H 0.772 -2.934 -0.881  0.03
H -1.742 -2.920 0.532  0.10
H -3.247 -2.327 -0.122  0.07
H -2.676 0.318 -1.000  0.10
H -2.594 1.153 0.541  0.09
H -4.668 -0.936 -0.207  0.10
H -4.886 0.783 -0.031  0.12
H -5.600 -0.509 2.046  0.12
H -4.344 0.673 2.371  0.12
H -3.880 -2.315 1.956  0.11
H -3.704 -1.446 3.461  0.12
H -1.477 -1.743 2.441  0.10
H -1.898 -0.047 2.549  0.08
H 0.043 -0.428 -3.624  0.08
H -0.733 1.211 -5.288  0.10
H -3.154 1.564 -5.638  0.11
H -4.791 0.229 -4.351  0.11
H -4.025 -1.412 -2.703  0.11
H -0.420 -3.754 -4.136  0.10
H -0.977 -5.923 -5.137  0.11
H -2.649 -7.395 -4.067  0.11
H -3.761 -6.689 -1.980  0.11
H -3.209 -4.530 -0.958  0.09
C 3.750 5.116 6.111  -0.05
C 3.064 4.110 5.227  -0.26
C 3.742 3.013 4.721  -0.01
C 3.125 2.063 3.909  -0.30
C 3.943 0.914 3.401  -0.08
C 1.775 2.224 3.594  -0.49
Se 0.834 0.872 2.623  0.78
C 1.064 3.328 4.085  -0.30
C -0.388 3.554 3.769  -0.08
C 1.723 4.247 4.893  -0.01
H 4.808 4.885 6.227  0.07
H 3.304 5.137 7.106  0.08
H 3.671 6.123 5.699  0.08
H 4.792 2.882 4.960  0.12
H 4.960 0.970 3.786  0.08
H 3.991 0.947 2.309  0.07
H 3.511 -0.047 3.682  0.07
H -0.522 3.723 2.698  0.05
H -0.763 4.431 4.295  0.08
H -1.004 2.696 4.046  0.07
H 1.166 5.098 5.272  0.12

Values from the calculation:
E_LUMO in eV: -3.7247
E_HOMO in eV: -9.58
DFT total energy in eV: -150686.62398
Total charge: +1
2S+1: 1

***

Record 2
ORCA calculation (ωB97M-V/def2-TZVPD) on a structure of composition C47H46CoFN10O6.

Each line ends with the Löwdin charge.
Cartesian coordinates (Å):
Co -0.225 1.989 -0.016  0.55
O -1.143 2.957 1.368  -0.11
C -1.916 3.963 1.107  -0.34
C -2.927 4.325 2.029  -0.03
C -3.749 5.408 1.822  -0.12
C -3.613 6.212 0.688  -0.13
C -2.633 5.886 -0.227  -0.07
C -1.787 4.786 -0.053  -0.14
C -0.796 4.541 -1.083  -0.06
N -0.036 3.514 -1.106  -0.06
N 0.886 3.390 -2.150  0.10
C 1.383 2.179 -2.109  -0.49
O 1.116 1.271 -1.252  -0.09
C 2.377 1.827 -3.171  -0.16
C 2.357 2.443 -4.418  -0.04
C 3.246 2.049 -5.407  -0.09
C 4.171 1.044 -5.154  -0.11
C 4.203 0.436 -3.907  -0.09
C 3.305 0.820 -2.921  -0.03
H -3.038 3.696 2.904  0.10
H -4.519 5.637 2.550  0.09
H -4.261 7.063 0.526  0.08
H -2.508 6.490 -1.120  0.10
H -0.690 5.267 -1.888  0.12
H 1.631 3.226 -4.594  0.11
H 3.215 2.523 -6.380  0.09
H 4.858 0.730 -5.930  0.09
H 4.925 -0.346 -3.706  0.08
H 3.297 0.339 -1.950  0.11
C -5.842 -2.588 1.538  -0.04
C -5.009 -2.256 2.772  -0.31
C -4.649 -3.535 3.514  -0.16
C -3.704 -3.255 4.669  -0.13
C -2.451 -2.627 4.132  -0.14
C -1.215 -2.860 4.688  0.05
C -0.087 -2.226 4.169  -0.25
F 1.109 -2.478 4.744  0.06
C -0.171 -1.363 3.119  0.06
C -1.418 -1.120 2.530  -0.03
C -1.480 -0.154 1.416  -0.25
O -0.394 0.325 1.020  -0.03
C -2.789 0.119 0.910  -0.01
C -3.832 -0.578 1.437  0.03
N -3.776 -1.517 2.409  0.03
C -2.556 -1.764 3.018  -0.08
C -3.151 1.037 -0.282  -0.64
O -4.361 1.091 -0.549  -0.02
O -2.199 1.569 -0.894  -0.02
H -6.619 -3.300 1.820  0.08
H -5.216 -3.044 0.770  0.10
H -6.331 -1.719 1.106  0.08
H -5.593 -1.615 3.442  0.15
H -4.177 -4.230 2.813  0.13
H -5.575 -3.995 3.863  0.12
H -3.463 -4.165 5.220  0.12
H -4.187 -2.568 5.373  0.13
H -1.109 -3.524 5.537  0.13
H 0.694 -0.855 2.718  0.09
H -4.800 -0.356 1.010  0.12
C -1.598 -1.462 -2.164  -0.17
N -0.925 -0.391 -2.877  -0.08
C -1.886 0.249 -3.767  -0.16
N -2.442 -0.711 -4.741  -0.09
C -3.082 -1.787 -3.983  -0.18
N -2.152 -2.478 -3.079  -0.09
C -1.047 -3.000 -3.886  -0.20
N -0.344 -1.959 -4.638  -0.09
C 0.150 -0.960 -3.671  -0.17
C -1.329 -1.288 -5.494  -0.19
H -2.416 -1.039 -1.580  0.11
H -0.887 -1.945 -1.486  0.13
H -1.384 1.055 -4.309  0.13
H -2.689 0.680 -3.168  0.12
H -3.497 -2.518 -4.684  0.12
H -3.894 -1.361 -3.390  0.13
H -1.442 -3.738 -4.590  0.12
H -0.333 -3.496 -3.223  0.12
H 0.658 -0.165 -4.219  0.12
H 0.875 -1.436 -3.005  0.12
H -1.723 -2.013 -6.212  0.12
H -0.824 -0.489 -6.044  0.12
C 4.479 -2.602 -1.477  -0.04
C 4.530 -2.221 -0.024  -0.27
C 3.368 -1.979 0.699  -0.01
C 3.409 -1.602 2.032  -0.01
C 4.627 -1.420 2.669  -0.26
N 4.736 -0.973 4.008  0.13
C 3.806 -0.315 4.792  -0.54
O 3.778 -0.477 5.997  0.06
N 2.901 0.507 4.152  0.14
C 3.057 1.298 2.994  -0.22
C 4.282 1.618 2.425  -0.02
C 4.298 2.361 1.257  -0.04
C 3.098 2.752 0.689  -0.12
N 1.925 2.471 1.246  0.09
C 1.903 1.784 2.378  -0.07
C 5.799 -1.676 1.964  -0.03
C 5.745 -2.081 0.641  -0.05
H 3.478 -2.923 -1.765  0.08
H 5.175 -3.412 -1.700  0.08
H 4.745 -1.755 -2.113  0.05
H 2.403 -2.079 0.216  0.12
H 2.490 -1.440 2.570  0.08
H 5.444 -1.417 4.571  0.15
H 2.101 0.718 4.728  0.15
H 5.207 1.299 2.882  0.11
H 5.236 2.622 0.786  0.10
H 3.062 3.294 -0.250  0.11
H 0.921 1.584 2.797  0.12
H 6.757 -1.536 2.453  0.11
H 6.671 -2.267 0.108  0.11

Values from the calculation:
E_LUMO (alpha / beta) in eV: 2.1234 / 2.1232
E_HOMO (alpha / beta) in eV: -4.21 / -4.23
DFT total energy in eV: -117021.84114
Total charge: -1
⟨S²⟩: 0.759
2S+1: 2

***

Record 3
ORCA calculation (ωB97M-V/def2-TZVPD) on a structure of composition C47H46NO2PdSb3.

Each line ends with the Löwdin charge.
Cartesian coordinates (Å):
Pd 0.149 0.644 0.549  0.35
C -1.533 -1.941 0.205  -0.35
C -2.142 -1.603 1.561  -0.35
C -2.144 -0.116 1.883  -0.39
Sb -0.710 1.129 3.126  1.46
C -0.667 -0.253 4.750  -0.41
C -1.656 -1.202 4.994  -0.13
C -1.592 -2.016 6.117  -0.07
C -0.544 -1.885 7.014  -0.06
C 0.435 -0.929 6.793  -0.07
C 0.371 -0.118 5.672  -0.15
C 1.401 0.766 2.558  -0.50
C 2.159 1.839 2.073  -0.16
C 3.535 1.733 1.927  -0.06
C 4.175 0.551 2.268  -0.04
C 3.444 -0.524 2.764  -0.06
C 2.073 -0.414 2.903  -0.19
Sb 0.591 -2.101 0.404  1.67
C 0.647 -3.819 1.641  -0.36
C 1.427 -3.965 2.778  -0.12
C 1.378 -5.146 3.506  -0.06
C 0.559 -6.183 3.094  -0.05
C -0.203 -6.050 1.944  -0.06
C -0.159 -4.873 1.214  -0.12
C 1.281 -2.716 -1.476  -0.38
C 2.629 -2.968 -1.705  -0.12
C 3.045 -3.393 -2.955  -0.06
C 2.121 -3.562 -3.978  -0.06
C 0.777 -3.305 -3.754  -0.07
C 0.354 -2.875 -2.503  -0.14
H -1.819 -1.204 -0.553  0.04
H -1.865 -2.919 -0.152  0.06
H -1.665 -2.182 2.359  0.08
H -3.186 -1.936 1.547  0.13
H -2.886 0.082 2.668  0.04
H -2.519 0.460 1.031  0.00
H -2.502 -1.322 4.329  0.09
H -2.368 -2.748 6.292  0.11
H -0.498 -2.516 7.890  0.11
H 1.245 -0.807 7.500  0.11
H 1.146 0.628 5.524  0.10
H 1.672 2.785 1.841  0.09
H 4.105 2.578 1.566  0.12
H 5.249 0.474 2.174  0.12
H 3.952 -1.433 3.059  0.11
H 1.499 -1.217 3.355  0.07
H 2.092 -3.179 3.110  0.08
H 1.987 -5.254 4.393  0.12
H 0.521 -7.102 3.661  0.12
H -0.829 -6.865 1.609  0.12
H -0.748 -4.803 0.307  0.10
H 3.359 -2.848 -0.913  0.11
H 4.090 -3.607 -3.131  0.11
H 2.449 -3.905 -4.949  0.12
H 0.056 -3.451 -4.546  0.12
H -0.701 -2.683 -2.343  0.09
N 3.933 2.613 -2.960  0.04
C 3.441 1.301 -2.556  -0.12
C 2.444 1.470 -1.424  -0.53
O 2.231 2.704 -1.052  0.10
O 1.847 0.531 -0.913  -0.09
H 4.922 2.738 -2.791  0.10
H 2.846 3.239 -1.633  0.12
H 3.745 2.815 -3.933  0.10
H 4.223 0.616 -2.225  0.14
H 2.897 0.801 -3.361  0.12
C -1.996 6.842 -0.694  -0.06
C -2.577 6.149 -1.746  -0.06
C -2.319 4.799 -1.916  -0.12
C -1.467 4.147 -1.031  -0.40
C -0.889 4.838 0.026  -0.13
C -1.154 6.190 0.194  -0.06
Sb -1.116 2.102 -1.260  1.59
C -0.231 1.891 -3.162  -0.37
C 0.063 0.611 -3.628  -0.15
C 0.648 0.434 -4.871  -0.07
C 0.965 1.539 -5.650  -0.07
C 0.695 2.817 -5.181  -0.07
C 0.097 2.994 -3.941  -0.10
C -3.054 1.328 -1.577  -0.39
C -3.322 0.358 -2.538  -0.13
C -4.600 -0.167 -2.662  -0.07
C -5.618 0.274 -1.829  -0.06
C -5.360 1.249 -0.876  -0.06
C -4.084 1.775 -0.751  -0.14
H -2.205 7.895 -0.563  0.12
H -3.238 6.663 -2.431  0.12
H -2.792 4.262 -2.729  0.11
H -0.231 4.330 0.722  0.08
H -0.708 6.732 1.016  0.11
H -0.145 -0.260 -3.017  0.08
H 0.860 -0.565 -5.230  0.11
H 1.415 1.404 -6.624  0.11
H 0.936 3.679 -5.789  0.12
H -0.114 3.998 -3.592  0.10
H -2.548 0.017 -3.217  0.09
H -4.803 -0.910 -3.420  0.11
H -6.615 -0.129 -1.932  0.11
H -6.155 1.606 -0.237  0.11
H -3.904 2.550 -0.011  0.11

Values from the calculation:
E_LUMO (alpha / beta) in eV: -4.6723 / -7.8009
E_HOMO (alpha / beta) in eV: -13.07 / -13.17
DFT total energy in eV: -78146.97706
Total charge: +2
⟨S²⟩: 2.012
2S+1: 3

***

Record 4
ORCA calculation (ωB97M-V/def2-TZVPD) on a structure of composition C47H47BN10OReS2.

Each line ends with the Löwdin charge.
Cartesian coordinates (Å):
Re -0.516 -0.002 -0.542  1.38
N -3.774 -1.680 1.546  0.12
C -2.678 -0.955 1.240  -0.73
S -2.734 -0.066 -0.302  0.84
N -1.663 -0.943 2.029  0.05
N -0.587 -0.127 1.590  -0.11
C 0.076 0.424 2.565  -0.16
C -0.299 0.305 4.006  -0.19
C -0.396 -0.904 4.694  -0.03
C -0.700 -0.908 6.045  -0.05
C -0.946 0.288 6.712  -0.06
C -0.865 1.492 6.030  -0.05
C -0.518 1.503 4.686  -0.03
C 1.233 1.324 2.298  -0.24
C 2.302 1.314 3.190  0.00
C 3.358 2.181 2.961  -0.03
C 3.293 3.040 1.877  -0.02
C 2.173 2.988 1.056  -0.10
N 1.164 2.146 1.251  0.13
H -4.613 -1.571 1.006  0.10
H -3.844 -2.084 2.466  0.12
H -0.231 -1.834 4.173  0.09
H -0.756 -1.847 6.580  0.11
H -1.196 0.277 7.765  0.12
H -1.054 2.425 6.545  0.12
H -0.432 2.448 4.161  0.13
H 2.309 0.640 4.036  0.13
H 4.209 2.193 3.630  0.12
H 4.083 3.752 1.675  0.12
H 2.078 3.664 0.211  0.11
C 1.007 4.688 -2.752  0.01
C 0.181 3.858 -1.828  -0.25
C -0.813 4.274 -0.966  0.04
C -1.298 3.141 -0.326  -0.19
N -0.607 2.057 -0.785  -0.09
N 0.284 2.530 -1.723  0.05
B 1.180 1.601 -2.562  -0.52
N 2.127 0.822 -1.641  0.05
N 1.614 0.055 -0.625  -0.03
C 2.694 -0.439 0.057  -0.21
C 3.851 -0.001 -0.576  0.04
C 3.456 0.804 -1.633  -0.24
C 4.307 1.545 -2.609  0.01
C 2.738 -1.285 1.280  -0.17
C 3.927 -1.238 2.021  -0.04
C 4.101 -2.005 3.159  -0.05
C 3.086 -2.846 3.595  -0.05
C 1.904 -2.902 2.875  -0.08
C 1.727 -2.132 1.731  -0.07
N 0.280 0.640 -3.346  0.04
N -0.634 -0.126 -2.677  -0.06
C -1.398 -0.734 -3.619  -0.21
C -0.916 -0.371 -4.876  0.05
C 0.134 0.504 -4.668  -0.23
C 0.976 1.213 -5.674  0.01
C -2.574 -1.623 -3.424  -0.16
C -3.501 -1.698 -4.473  -0.02
C -4.615 -2.516 -4.395  -0.05
C -4.842 -3.287 -3.264  -0.06
C -3.941 -3.222 -2.214  -0.07
C -2.826 -2.398 -2.292  -0.16
C -2.427 3.214 0.630  -0.17
C -3.370 4.224 0.407  -0.02
C -4.450 4.396 1.255  -0.05
C -4.617 3.567 2.357  -0.06
C -3.688 2.568 2.597  -0.06
C -2.609 2.395 1.739  -0.08
H 0.735 5.734 -2.635  0.09
H 2.072 4.584 -2.542  0.09
H 0.844 4.406 -3.793  0.09
H -1.127 5.293 -0.814  0.13
H 1.822 2.254 -3.323  0.12
H 4.869 -0.244 -0.321  0.13
H 5.355 1.419 -2.347  0.09
H 4.160 1.174 -3.624  0.09
H 4.076 2.610 -2.609  0.09
H 4.722 -0.566 1.727  0.11
H 5.032 -1.940 3.708  0.12
H 3.219 -3.449 4.484  0.12
H 1.105 -3.560 3.198  0.11
H 0.798 -2.219 1.193  0.07
H -1.272 -0.700 -5.836  0.12
H 0.655 0.937 -6.675  0.09
H 0.887 2.295 -5.574  0.09
H 2.030 0.953 -5.569  0.09
H -3.376 -1.091 -5.357  0.11
H -5.311 -2.544 -5.223  0.12
H -5.715 -3.924 -3.201  0.12
H -4.100 -3.815 -1.321  0.11
H -2.148 -2.381 -1.448  0.02
H -3.290 4.866 -0.461  0.11
H -5.169 5.178 1.048  0.12
H -5.460 3.705 3.023  0.11
H -3.784 1.923 3.463  0.11
H -1.884 1.645 1.982  0.06
O -0.270 -2.043 -0.618  -0.71
S 0.183 -2.944 -1.818  1.10
C -0.560 -4.542 -1.387  -0.27
C 0.577 -5.560 -1.370  -0.20
C 1.773 -4.843 -0.749  -0.20
C 1.869 -3.510 -1.483  -0.27
H -1.364 -4.748 -2.092  0.10
H -0.978 -4.373 -0.393  0.12
H 0.811 -5.884 -2.387  0.13
H 0.277 -6.443 -0.809  0.13
H 2.697 -5.408 -0.861  0.13
H 1.612 -4.672 0.318  0.11
H 2.312 -3.618 -2.477  0.11
H 2.392 -2.713 -0.959  0.07

Values from the calculation:
E_LUMO (alpha / beta) in eV: -6.8760 / -6.4633
E_HOMO (alpha / beta) in eV: -12.90 / -13.03
DFT total energy in eV: -90918.85763
Total charge: +2
⟨S²⟩: 0.773
2S+1: 2

***

What is the 2S+1 in the second record?
2